[1]
A 12-piece molecular cluster, C48H92O16 overall at a distorted geometry, computed with ωB97M-V with the def2-TZVPD basis set.

Geometry as XYZ:
```
156
Properties=species:S:1:pos:R:3:forces:R:3
C -5.13453 31.74803 -3.78495 -0.47 0.68 -0.40
C -5.70874 31.23501 -5.11864 0.76 0.40 0.37
C -5.29905 29.82255 -5.56088 0.15 1.31 2.13
O -6.52388 29.36350 -6.04642 -0.93 -1.71 -0.97
C -7.59442 30.08403 -5.60272 -1.71 -0.42 -1.30
O -8.76930 29.84488 -5.84716 2.89 0.22 0.75
O -7.13757 31.15183 -4.96541 0.04 0.38 0.45
H -5.61460 32.67959 -3.48519 -0.20 0.19 -0.43
H -4.07749 32.01210 -3.81684 0.08 -0.51 -0.12
H -5.38841 31.10590 -2.94156 0.34 -0.53 -0.28
H -5.51767 31.83688 -6.00709 -0.02 0.81 0.40
H -4.96008 29.32819 -4.65049 -0.33 -0.81 -0.02
H -4.44230 29.80280 -6.23444 -0.62 -0.03 -0.57
C -9.85836 30.95433 -13.21609 1.66 0.61 -0.73
C -8.30567 31.15362 -13.53490 -2.51 -0.03 -1.09
C -7.57741 32.14194 -12.67976 -1.29 0.88 1.47
O -6.61952 31.36885 -11.98569 1.20 0.97 0.01
C -6.52821 30.18537 -12.54608 1.58 -3.91 -0.17
O -5.62878 29.35885 -12.37787 -2.60 2.45 -0.41
O -7.65621 29.94724 -13.30803 1.85 -1.00 0.67
H -10.44553 31.78062 -13.61681 0.14 0.29 0.25
H -9.95912 30.89184 -12.13255 -0.23 -0.17 -0.10
H -10.24842 30.08106 -13.73892 0.29 -0.21 0.30
H -8.11578 31.41104 -14.57691 -0.51 -0.03 -0.23
H -8.23996 32.50330 -11.89330 -0.05 0.41 -0.11
H -7.18568 32.99511 -13.23362 0.48 -0.24 0.14
C -5.77732 38.20224 3.21447 0.75 0.64 0.48
C -6.87483 37.14716 3.14235 -0.74 1.45 0.93
C -6.19493 35.89878 2.60765 -0.21 1.44 -0.50
O -4.89713 36.37323 2.23938 1.10 -1.86 -0.29
C -4.84264 37.76369 2.13864 -0.13 0.24 -0.36
H -5.19354 38.15521 4.13375 -0.26 0.00 0.29
H -6.05243 39.24300 3.04348 -0.51 -0.08 0.24
H -7.62943 37.63183 2.52286 -0.30 -0.75 -0.34
H -7.32308 36.99956 4.12489 -0.09 -0.09 -0.05
H -6.72920 35.55959 1.72017 0.10 -0.39 -0.04
H -6.16825 35.12238 3.37223 0.47 -0.07 -0.23
H -5.14274 38.11530 1.15152 -0.37 -0.07 -0.34
H -3.83304 38.15437 2.26583 0.19 -0.47 0.21
C -6.68061 26.44891 2.79552 0.30 0.21 0.13
C -5.56078 25.47501 2.47559 0.72 0.28 -0.46
C -5.08510 25.92616 1.04638 -1.05 -0.07 1.73
O -5.53918 27.30272 0.93504 0.47 -0.42 -0.09
C -6.16439 27.72884 2.15930 -0.17 -0.51 -0.63
H -6.76926 26.62595 3.86739 -0.46 -0.34 0.01
H -7.61758 26.16909 2.31397 -0.11 -0.04 0.26
H -5.75370 24.40399 2.53726 -0.38 0.10 -0.10
H -4.77207 25.67101 3.20197 0.26 -0.02 -0.06
H -5.56930 25.29448 0.30165 -0.03 0.30 -0.28
H -4.00650 25.77896 0.99101 0.07 0.56 -0.32
H -6.99208 28.40308 1.93922 0.11 0.07 -0.33
H -5.46600 28.27788 2.79089 0.27 -0.13 0.11
C 2.57549 28.17008 -10.66272 -0.40 0.68 -0.51
C 2.59541 27.30440 -11.94477 -0.38 -1.03 0.50
C 3.55671 27.93652 -12.89948 0.36 1.04 1.13
O 3.49957 29.30671 -12.54398 0.06 1.52 0.64
C 3.22551 29.50432 -11.10219 0.12 -1.05 -1.57
H 3.11013 27.74724 -9.81216 -0.09 -0.12 -0.14
H 1.53491 28.35316 -10.39479 0.08 -0.18 0.30
H 1.59555 27.29045 -12.37859 0.02 -0.08 0.00
H 2.91097 26.27803 -11.75748 -0.29 -0.12 0.18
H 3.27839 27.81424 -13.94624 0.17 0.11 0.05
H 4.58406 27.63106 -12.70116 0.15 -0.56 -0.32
H 2.63674 30.42128 -11.07700 -0.28 -0.30 0.20
H 4.10905 29.66818 -10.48527 0.48 0.09 -0.46
C -11.15013 21.56254 -1.79597 -0.39 0.06 0.66
C -11.38626 23.02909 -2.08994 -0.34 1.03 0.22
C -10.21430 23.41042 -2.95675 0.93 -0.41 -0.81
O -9.37617 22.24913 -2.99444 1.10 0.91 -2.10
C -9.64446 21.49709 -1.90438 -0.58 -1.68 1.39
H -11.58971 20.94982 -2.58302 0.02 -0.11 0.06
H -11.51106 21.22697 -0.82374 -0.19 0.06 -0.05
H -11.25023 23.66572 -1.21569 -0.64 -0.31 0.40
H -12.31189 23.29609 -2.59986 -0.16 -0.24 0.31
H -9.63656 24.22642 -2.52262 -0.03 0.23 -0.10
H -10.46738 23.63784 -3.99227 0.02 0.13 0.06
H -9.10575 21.85402 -1.02659 -0.14 0.32 0.49
H -9.35744 20.45004 -2.00134 0.40 0.02 -0.52
C -13.11341 29.95017 0.08338 0.97 0.35 -0.62
C -13.25085 30.12832 1.58111 0.27 -0.07 0.66
C -13.27122 31.69027 1.80194 0.19 -0.85 0.19
O -13.12975 32.23890 0.52526 -0.88 1.20 -1.34
C -12.51013 31.32606 -0.33169 -0.32 -1.71 -0.09
H -14.04414 29.68393 -0.41758 -0.15 0.51 0.04
H -12.42885 29.13904 -0.16471 0.12 0.00 0.03
H -12.39330 29.68497 2.08722 0.16 0.15 0.01
H -14.09041 29.51941 1.91650 -0.32 0.65 0.38
H -12.43185 32.13113 2.33971 0.27 -0.79 0.71
H -14.16399 32.05664 2.30872 -0.24 0.00 -0.38
H -11.43207 31.29425 -0.17400 0.31 0.05 0.22
H -12.64933 31.52681 -1.39397 -0.38 0.51 0.19
C -14.75852 34.31737 -9.54329 1.24 -0.21 -0.47
C -14.71511 33.44625 -8.30114 -0.04 -1.32 -0.29
C -15.37087 32.14331 -8.83070 0.99 0.60 1.03
O -16.39825 32.60611 -9.63773 -1.09 0.92 -1.27
C -15.98057 33.83000 -10.33198 -0.06 -0.05 1.53
H -13.93015 34.09565 -10.21615 0.54 -0.21 0.38
H -14.59612 35.36835 -9.30415 -0.83 0.16 -0.18
H -15.36186 33.80238 -7.49928 0.07 0.29 -0.04
H -13.71769 33.25831 -7.90376 0.03 0.20 -0.02
H -15.73524 31.54633 -7.99466 -0.48 0.02 -0.13
H -14.69000 31.48966 -9.37591 0.38 0.10 -0.26
H -16.74635 34.60148 -10.25141 -0.51 -0.50 -0.29
H -15.71781 33.60721 -11.36611 -0.23 0.01 0.00
C -10.95788 39.81148 -2.83748 -1.10 0.82 0.42
C -11.24836 38.34272 -2.89294 0.35 -1.11 0.84
C -10.15872 37.81635 -3.81859 -0.44 0.06 0.14
O -9.25854 38.88495 -4.02943 0.59 0.04 -0.44
C -9.48481 39.94465 -3.09618 0.11 -0.37 -1.05
H -11.32270 40.16276 -1.87227 0.16 0.60 -0.16
H -11.53406 40.24826 -3.65316 0.14 0.54 0.12
H -12.24474 38.12696 -3.27865 0.05 0.02 0.10
H -11.17195 37.90143 -1.89919 -0.04 -0.08 0.07
H -10.73887 37.56698 -4.70705 0.94 -0.26 -0.65
H -9.55501 36.99090 -3.44142 -0.48 -0.37 -0.01
H -9.16195 40.81432 -3.66850 -0.28 0.37 0.40
H -8.85595 39.86560 -2.20939 0.01 -0.25 0.21
C -0.94719 38.96707 -5.80821 -0.42 0.46 0.96
C -0.75772 39.17220 -7.30137 -0.27 0.11 0.70
C -1.33954 37.89442 -7.82939 -0.21 -0.69 -0.30
O -2.15078 37.28848 -6.83198 -0.23 -0.25 1.10
C -2.25240 38.18941 -5.70861 -0.02 -0.16 -0.67
H -0.96252 39.85652 -5.17832 0.03 0.25 -0.25
H -0.18120 38.32236 -5.37730 0.19 -0.07 -0.19
H 0.28695 39.27361 -7.59545 -0.20 0.42 -0.07
H -1.42453 39.95380 -7.66545 0.57 0.53 0.14
H -0.53840 37.18763 -8.04555 -0.22 -0.13 -0.56
H -1.99269 38.14959 -8.66388 0.29 -0.56 -0.47
H -2.36327 37.72098 -4.73067 0.30 -0.77 -0.25
H -3.20549 38.70523 -5.82553 0.19 0.86 -0.14
C 1.51230 28.81042 1.32584 0.44 -1.26 0.89
C 1.83531 27.54337 2.19191 -0.54 0.04 0.67
C 0.98622 27.67699 3.51569 0.29 0.38 -1.76
O 0.63369 29.05793 3.52310 0.16 0.03 0.30
C 0.44541 29.48637 2.16158 -0.09 0.13 0.54
H 1.21608 28.43037 0.34814 -0.20 0.61 -0.06
H 2.40452 29.43168 1.24786 -0.11 -0.02 -0.16
H 2.89966 27.53188 2.42667 -0.09 -0.42 -0.11
H 1.48299 26.64715 1.68127 0.57 -0.11 -0.08
H 1.50278 27.32025 4.40676 0.21 0.73 0.10
H 0.08708 27.06298 3.46419 -0.28 -0.06 -0.25
H 0.54877 30.57141 2.17287 -0.19 -0.05 -0.01
H -0.55778 29.21215 1.83523 -0.18 -0.01 -0.08
C -1.55078 23.85098 -7.19877 -0.26 -0.46 -0.12
C -2.48361 22.68946 -7.12587 -1.29 -1.42 0.36
C -3.24468 22.92759 -5.80432 0.72 0.80 -0.90
O -2.36227 23.77577 -5.03449 -0.77 -0.43 0.72
C -1.18857 23.97182 -5.74522 1.07 0.68 -0.98
H -2.16978 24.69882 -7.49223 0.58 0.32 -0.45
H -0.69682 23.57979 -7.81951 -0.05 0.73 -0.25
H -1.99580 21.71822 -7.04340 0.39 0.06 -0.23
H -3.18724 22.63155 -7.95632 0.06 -0.04 -0.07
H -3.46602 22.00162 -5.27360 -0.21 0.23 0.08
H -4.11280 23.52935 -6.07336 -0.41 -0.25 0.59
H -0.42218 23.21347 -5.58504 0.17 -0.17 0.68
H -0.77447 24.96518 -5.57249 0.00 -0.05 0.56
```
Positions in Å, forces in eV/Å.

The SMILES is C[C@H]1COC(=O)O1.C[C@H]1COC(=O)O1.C1CCOC1.C1CCOC1.C1CCOC1.C1CCOC1.C1CCOC1.C1CCOC1.C1CCOC1.C1CCOC1.C1CCOC1.C1CCOC1. Its charge is 0.

Atom charges from the Löwdin analysis, given in e for atoms 1 to 8: number 1, C, carries -0.017; number 2, C, carries -0.291; number 3, C, carries -0.116; number 4, O, carries 0.064; number 5, C, carries -0.530; number 6, O, carries 0.128; number 7, O, carries 0.088; number 8, H, carries 0.080



[2]
CH3Br3O as an isolated structure at a distorted geometry, computed with ωB97M-V with the def2-TZVPD basis set.

Geometry as XYZ:
```
8
Properties=species:S:1:pos:R:3:forces:R:3
Br -2.01562 -0.86883 -0.90524 0.11 0.06 0.81
Br 0.45168 -2.16492 0.54671 0.43 0.02 0.10
Br -1.18373 0.11878 2.15301 -0.09 -0.83 -0.92
C -1.25167 -1.36555 0.83236 -0.71 -0.16 0.30
H -1.87640 -2.17611 1.25967 0.27 0.93 -0.30
O 2.03701 2.52918 -1.18292 -0.23 -1.15 -0.36
H 1.93197 1.73856 -0.60660 0.09 0.81 -0.65
H 1.90677 2.18888 -2.09698 0.13 0.32 1.01
```
Positions in Å, forces in eV/Å.

Its charge is 0.

Per-atom Löwdin charges, elementary charge units: number 1, Br, carries 0.533; number 2, Br, carries 0.564; number 3, Br, carries 0.525; number 4, C, carries -1.605; number 5, H, carries -0.016; number 6, O, carries -0.089; number 7, H, carries 0.041; number 8, H, carries 0.047



[3]
A 2-piece molecular cluster, C5H12OS overall at a distorted geometry, computed with ωB97M-V with the def2-TZVPD basis set.

Geometry as XYZ:
```
19
Properties=species:S:1:pos:R:3:forces:R:3
C 0.98758 0.13823 -1.65551 -0.69 -0.53 -1.81
C 0.47511 -1.97055 -0.23726 0.50 2.39 2.27
C 0.82375 1.62059 0.82728 0.33 -0.05 0.07
C -2.06945 -0.17100 -0.76578 0.55 2.46 -0.15
C 0.55095 -0.44890 -0.39025 -2.05 -0.39 0.92
O 0.71852 0.21448 0.80979 0.57 -1.08 -0.33
S -2.44326 0.65512 0.73792 1.61 -1.68 0.26
H 1.72434 -0.51812 -2.11753 0.89 0.30 0.14
H 0.25564 0.18033 -2.51906 0.10 -0.09 1.27
H 1.29104 1.14763 -1.51180 0.73 0.63 -0.17
H 0.24915 -2.28916 -1.21602 -0.39 -1.17 -0.81
H 1.47864 -2.25256 0.10880 -0.05 -0.52 -0.35
H -0.22180 -2.26685 0.60308 0.44 0.21 -1.27
H 1.13801 1.95166 1.79969 -0.73 -0.26 0.94
H -0.10947 2.00638 0.48838 -0.58 0.80 -0.05
H 1.64214 2.03306 0.28374 0.64 -0.10 -1.27
H -2.12252 0.45874 -1.65214 -0.05 -0.38 0.10
H -1.87666 -1.18805 -0.85127 -0.21 -1.57 0.05
H -1.25242 0.05795 1.26415 -1.59 1.04 0.17
```
Positions in Å, forces in eV/Å.

Its charge is 0.

Atom charges from the Löwdin analysis, given in e for atoms 1 to 8: number 1, C, carries -0.064; number 2, C, carries -0.037; number 3, C, carries -0.101; number 4, C, carries -0.464; number 5, C, carries -0.408; number 6, O, carries -0.169; number 7, S, carries 0.639; number 8, H, carries 0.084



[4]
One molecule with the formula C6H6 at a distorted geometry, computed with ωB97M-V with the def2-TZVPD basis set.

Geometry as XYZ:
```
12
Properties=species:S:1:pos:R:3:forces:R:3
C -2.26856 -1.17195 -0.10889 2.61 -0.44 1.73
C -1.25991 -0.39116 -0.08091 -5.04 -7.06 -0.99
C -0.14451 0.43544 -0.24295 -2.02 2.22 2.31
C -0.73882 1.62682 -0.02076 6.09 4.28 0.14
C 1.26358 0.13890 -0.04891 -1.87 0.18 -1.64
C 1.80684 -1.05425 -0.05711 3.22 1.33 0.84
H -2.92766 -2.19899 0.23342 2.09 3.95 -1.36
H -1.72463 1.78272 0.10539 -3.25 0.09 0.03
H -0.14516 2.70058 0.18360 -1.10 -3.01 -0.76
H 1.81991 1.03910 -0.11406 0.90 0.51 -0.05
H 2.91352 -0.92023 -0.04837 -0.74 -0.97 0.11
H 1.40540 -1.98698 0.19956 -0.90 -1.09 -0.36
```
Positions in Å, forces in eV/Å.

The SMILES is C#CC(=C)C=C. Its charge is 0.

Atom charges from the Löwdin analysis, given in e for atoms 1 to 8: number 1, C, carries 0.080; number 2, C, carries -0.195; number 3, C, carries -0.328; number 4, C, carries 0.062; number 5, C, carries -0.156; number 6, C, carries 0.039; number 7, H, carries 0.114; number 8, H, carries 0.024



For the records above, the corresponding energy values read -84019.8643 -213260.0116 -18257.8942 -6313.5626 eV.